Entry 1:
Formula: CH6INO4P
Source: OMol25
Level of theory: ωB97M-V with the def2-TZVPD basis set

Element x y z (Å)
N 3.271 -0.246 -0.303
C 2.462 0.792 -0.789
O 2.745 1.941 -0.941
O 1.195 0.342 -1.157
P 0.365 -0.325 0.077
O -1.139 0.057 -0.455
I 0.302 -2.671 -0.621
H 3.644 0.018 0.594
H 4.032 -0.387 -0.947
H -1.510 0.716 0.122
O -3.678 0.076 1.062
H -4.042 0.349 1.930
H -4.339 0.174 0.344
H -3.307 -0.835 1.084

Properties
- E (eV) = -28196.3918
- charge = +1
- LUMO energy (eV) = -5.566
- highest occupied orbital energy (hartree) = -0.4513
- energy relative to the best compared isomer or geometry (same formula, charge and spin) (kcal per mole) = 7.1
- Kohn-Sham gap (eV) = 6.7135

Entry 2:
Formula: C28H42BiN6O8P2S2Se2
Source: OMol25
Level of theory: ωB97M-V with the def2-TZVPD basis set

Element x y z (Å)
Bi -1.843 0.162 0.594
C 5.207 2.560 -0.790
C 4.661 1.929 -2.070
N 3.235 2.200 -2.246
C 2.327 1.791 -1.320
S 2.627 0.140 -0.640
N 1.390 2.603 -0.994
N 0.291 2.410 -0.205
C 0.110 3.390 0.597
C 1.117 4.499 0.738
C -1.046 3.501 1.530
C -1.493 4.776 1.893
C -2.482 4.899 2.852
C -2.955 3.762 3.483
C -2.467 2.538 3.067
N -1.577 2.406 2.091
H 6.259 2.315 -0.659
H 4.657 2.191 0.076
H 5.112 3.646 -0.825
H 4.804 0.850 -2.067
H 5.177 2.338 -2.939
H 3.030 3.130 -2.587
H 2.083 4.163 0.374
H 1.204 4.818 1.774
H 0.813 5.360 0.139
H -1.089 5.653 1.409
H -2.868 5.873 3.118
H -3.697 3.817 4.263
H -2.787 1.614 3.530
C 3.861 -1.619 4.000
C 3.766 -1.069 2.586
O 4.929 -0.389 2.148
P 3.443 -2.386 1.327
O 4.630 -2.313 0.273
O 3.715 -3.804 1.979
O 2.086 -2.315 0.763
P 2.329 0.091 2.464
O 2.843 1.252 3.450
O 2.383 0.811 1.084
O 1.028 -0.448 2.906
H 4.720 -2.279 4.107
H 2.950 -2.170 4.233
H 3.955 -0.799 4.712
H 5.009 0.437 2.645
H 4.723 -1.446 -0.150
H 4.650 -4.041 2.026
H 2.088 1.634 3.913
Se -2.896 -1.161 -1.491
Se -4.364 0.879 1.207
C -4.216 -0.648 2.295
C -5.142 -1.062 3.249
C -4.841 -2.181 4.002
C -3.644 -2.860 3.780
C -2.791 -2.395 2.800
N -3.079 -1.315 2.078
C -3.227 0.594 -2.078
C -4.027 0.930 -3.168
C -4.264 2.267 -3.415
C -3.686 3.233 -2.591
C -2.885 2.816 -1.551
N -2.667 1.524 -1.300
H -6.054 -0.499 3.384
H -5.527 -2.519 4.766
H -3.380 -3.727 4.368
H -1.853 -2.878 2.573
H -4.466 0.147 -3.769
H -4.908 2.566 -4.230
H -3.867 4.284 -2.753
H -2.411 3.513 -0.871
C 0.236 -0.148 -5.271
C 0.964 -1.468 -5.498
C 2.367 -1.417 -4.897
S 2.223 -1.701 -3.093
O 3.121 -0.600 -2.497
C 3.295 -3.178 -2.981
C 2.634 -4.427 -3.551
C 1.449 -4.903 -2.719
H -0.786 -0.198 -5.639
H 0.751 0.660 -5.789
H 0.207 0.086 -4.205
H 1.031 -1.671 -6.568
H 0.399 -2.282 -5.035
H 2.812 -0.430 -5.018
H 3.026 -2.170 -5.324
H 3.478 -3.302 -1.914
H 4.227 -2.930 -3.490
H 3.389 -5.216 -3.583
H 2.315 -4.252 -4.581
H 1.755 -5.103 -1.693
H 1.036 -5.817 -3.138
H 0.658 -4.154 -2.696

Properties
- E (eV) = -231817.4716
- charge = +1
- LUMO energy (eV) = -2.279
- highest occupied orbital energy (hartree) = -0.3729
- energy relative to the best compared isomer or geometry (same formula, charge and spin) (kcal per mole) = 85.4
- Kohn-Sham gap (eV) = 7.8670

- Look up the E of the second one.
  -231817.4716 eV